Entry 1:
Computed, not measured: a molecular structure, C25H29BrIMnN6OS in a non-equilibrium geometry, with ωB97M-V/def2-TZVPD.

XYZ file:
```
65
Properties=species:S:1:pos:R:3:nbo_charge:R:1
Mn -0.451 -0.994 0.620 0.8216
O 0.008 0.466 1.904 -0.6322
N -0.095 0.248 3.212 -0.0978
C -0.198 1.327 4.049 -0.1053
C -0.184 1.167 5.405 -0.2626
C -0.051 -0.111 5.957 -0.3765
C 0.029 -1.204 5.085 -0.3144
C -0.014 -1.035 3.715 0.0037
S -0.013 -2.339 2.612 -0.2741
H -0.291 2.276 3.545 0.2077
H -0.269 2.039 6.040 0.1897
H -0.030 -0.258 7.029 0.1755
H 0.120 -2.211 5.463 0.1979
N 0.893 -2.125 -4.241 -0.8203
C 0.197 -2.385 -3.064 0.6119
N -1.130 -2.756 -3.224 -0.8546
N 0.802 -2.247 -1.940 -0.6055
C 0.007 -2.177 -0.839 0.2883
N -1.010 -2.646 -0.364 -0.5760
H 0.681 -2.769 -4.990 0.3646
H 1.880 -2.017 -4.059 0.3939
H -1.638 -2.241 -3.929 0.3780
H -1.606 -2.751 -2.319 0.4285
Br 5.142 1.919 0.247 0.0441
C 5.409 0.064 -0.080 -0.1085
C 6.651 -0.344 -0.542 -0.2569
C 6.859 -1.655 -0.908 -0.2344
C 5.793 -2.575 -0.825 -0.2418
C 4.561 -2.155 -0.351 -0.1663
C 4.327 -0.844 0.025 -0.2278
I 2.392 -0.300 0.874 0.3483
H 7.455 0.377 -0.604 0.2122
H 7.833 -1.975 -1.253 0.1981
H 5.944 -3.605 -1.118 0.2015
H 3.750 -2.864 -0.265 0.2224
C -3.000 -0.641 1.777 -0.5316
C -3.851 -0.018 0.675 -0.2225
C -4.064 -1.035 -0.450 -0.6029
C -3.261 1.249 0.100 -0.1132
C -4.035 2.386 0.113 -0.2007
C -3.627 3.571 -0.484 -0.3568
C -2.416 3.573 -1.166 -0.2044
C -1.602 2.468 -1.222 -0.0952
C -0.345 2.551 -2.059 -0.2170
C -0.441 1.585 -3.244 -0.6075
C 0.904 2.236 -1.244 -0.6151
C -1.951 1.250 -0.521 0.1926
N -1.156 0.217 -0.500 -0.8192
H -3.495 -1.523 2.189 0.1953
H -2.830 0.074 2.582 0.2178
H -2.012 -0.955 1.341 0.1612
H -4.835 0.239 1.105 0.1768
H -3.091 -1.318 -0.850 0.2315
H -4.661 -0.600 -1.250 0.1876
H -4.562 -1.931 -0.080 0.1805
H -5.004 2.350 0.606 0.1730
H -4.252 4.456 -0.451 0.1746
H -2.106 4.480 -1.680 0.1730
H -0.264 3.577 -2.454 0.1689
H -0.534 0.571 -2.860 0.2339
H 0.455 1.643 -3.864 0.1782
H -1.315 1.816 -3.856 0.1863
H 0.843 1.188 -0.966 0.2415
H 0.939 2.830 -0.332 0.2057
H 1.814 2.412 -1.819 0.1747
```

Highest occupied orbital energy (spin up / spin down) in eV: 1.4 / -0.4
⟨S²⟩: 6.275
2S+1: 5
Charge: -2
Gap between HOMO and LUMO (spin up / spin down) in eV: 2.64 / 4.46
M in g/mol: 723.36

=====

Entry 2:
Computed, not measured: C3H6OS2 in the gas phase in a non-equilibrium geometry, with ωB97M-V/def2-TZVPD.

XYZ file:
```
12
Properties=species:S:1:pos:R:3:nbo_charge:R:1
C -1.336 -0.885 -0.201 -0.1963
O -0.631 -1.405 0.877 -0.5138
C 0.320 -0.711 1.292 -0.0899
S 1.690 -0.057 -0.021 0.1416
C 0.669 1.133 -0.728 -0.7582
S -1.176 0.931 -0.614 0.1699
H -1.130 -1.584 -1.224 0.1938
H -2.360 -0.890 -0.122 0.1953
H 0.875 -1.339 2.039 0.2073
H -0.109 0.285 1.845 0.1611
H 1.108 1.597 -1.739 0.2643
H 0.536 1.964 0.171 0.2249
```

Highest occupied orbital energy in eV: -8.3
ΔE to the lowest compared entry with this formula, charge and spin in eV: 3.560
Structure (SMILES): C1OCSCS1
Gap between HOMO and LUMO in eV: 8.95
M in g/mol: 122.21

=====

Entry 3:
Computed, not measured: C4H3N3O in the gas phase in a non-equilibrium geometry, with ωB97M-V/def2-TZVPD.

XYZ file:
```
11
Properties=species:S:1:pos:R:3:nbo_charge:R:1
N 0.382 -0.700 -2.139 -0.2621
C 0.698 -1.018 -0.852 0.2646
C 0.676 -0.777 0.656 -0.5105
C -0.598 -0.797 1.209 0.2480
N -1.805 -1.159 1.346 -0.2278
C 1.135 0.840 0.593 0.0084
N 0.303 1.630 -0.023 -0.0784
O -0.746 1.263 -0.674 -0.4859
H 1.556 -1.209 1.274 0.3045
H 1.951 1.285 1.304 0.2467
H -1.161 1.927 -1.105 0.4925
```

Highest occupied orbital energy in eV: -10.0
ΔE to the lowest compared entry with this formula, charge and spin in eV: 6.882
Structure (SMILES): N#CC(C#N)/C=N\O
Gap between HOMO and LUMO in eV: 9.66
M in g/mol: 109.09

=====

Entry 4:
Computed, not measured: C17H25N3O4S in the gas phase in a non-equilibrium geometry, with ωB97M-V/def2-TZVPD.

XYZ file:
```
50
Properties=species:S:1:pos:R:3:nbo_charge:R:1
C 5.230 -0.185 -5.367 -0.6160
C 4.051 -0.681 -4.346 -0.3184
C 4.164 0.365 -3.212 -0.3904
C 3.040 0.087 -2.326 -0.3373
C 3.051 0.907 -1.112 -0.2299
C 4.269 1.006 -0.299 -0.4168
C 4.974 -0.163 0.671 -0.6001
C 1.899 0.554 -0.211 -0.2299
N 0.590 0.819 -0.809 -0.6922
C -0.206 -0.333 -0.805 0.8019
O -0.099 -1.401 -0.520 -0.5538
C -1.738 0.396 -1.640 -0.5963
C -2.239 1.441 -0.860 -0.7004
S -1.951 1.939 0.878 2.1537
O -0.597 2.563 1.007 -0.9144
O -3.146 2.262 1.474 -0.8868
C -1.596 0.167 1.727 -0.2116
C -0.685 -0.055 2.427 -0.2641
C -0.309 -1.294 3.288 -0.0974
C -1.282 -2.413 3.068 -0.2373
C -2.253 -2.128 2.206 0.1241
N -3.422 -3.195 1.505 0.0551
O -4.134 -2.297 0.825 -0.1520
N -3.680 -0.851 0.558 -0.1086
C -2.584 -1.054 1.427 0.0476
H 4.963 0.807 -5.732 0.2082
H 6.183 -0.419 -5.083 0.2060
H 5.323 -0.904 -6.335 0.1891
H 4.243 -1.496 -4.055 0.1613
H 3.053 -0.368 -4.821 0.1882
H 4.146 1.310 -3.632 0.1872
H 5.074 0.327 -2.714 0.2014
H 2.250 0.043 -2.669 0.1726
H 3.500 -0.841 -1.729 0.1812
H 2.909 2.108 -1.461 0.1822
H 5.412 1.499 -0.666 0.2199
H 4.282 1.861 0.586 0.2225
H 5.129 -0.999 -0.301 0.1670
H 5.910 -0.131 1.094 0.2218
H 4.069 -0.540 1.251 0.2008
H 1.946 -0.377 0.158 0.2136
H 1.923 1.059 0.882 0.1881
H 0.382 1.848 -1.111 0.4488
H -1.453 0.409 -2.703 0.2544
H -2.312 -0.611 -1.391 0.2367
H -3.399 1.442 -1.098 0.2849
H -1.800 2.513 -1.327 0.2311
H 0.001 0.658 2.700 0.2307
H 0.317 -1.304 3.951 0.1651
H -1.107 -3.194 3.536 0.2086
```

Highest occupied orbital energy in eV: -8.8
ΔE to the lowest compared entry with this formula, charge and spin in eV: 23.708
Structure (SMILES): CCCC[C@H](CC)CNC(=O)CCS(=O)(=O)c1cccc2nonc12
Gap between HOMO and LUMO in eV: 7.45
M in g/mol: 367.47

=====

Entry 5:
Computed, not measured: C18H22O6 in the gas phase in a non-equilibrium geometry, with ωB97M-V/def2-TZVPD.

XYZ file:
```
46
Properties=species:S:1:pos:R:3:nbo_charge:R:1
C -3.390 -2.697 2.401 -0.6116
C -2.740 -1.487 3.163 -0.3891
C -2.265 -0.349 2.224 -0.3403
C -3.554 0.250 1.580 -0.5988
C -1.239 -0.830 1.167 0.7397
O -1.669 -1.262 0.090 -0.5822
C 0.231 -0.586 1.276 -0.4782
C 0.904 -1.811 1.853 0.8059
O 0.484 -2.434 2.781 -0.5569
O 2.061 -2.092 1.241 -0.4582
C 2.378 -1.061 0.310 0.1839
C 3.243 -0.112 1.148 -0.6426
C 3.111 -1.388 -1.029 0.5148
O 3.956 -2.263 -1.101 -0.5239
C 2.863 -0.556 -2.173 -0.3340
C 1.943 0.463 -2.141 0.1001
C 1.719 1.271 -3.332 -0.3675
C 0.788 2.310 -3.315 0.4019
C 0.740 3.325 -4.414 -0.6688
O -0.038 2.496 -2.208 -0.5106
C -0.198 1.377 -1.329 0.3910
O -0.794 1.957 -0.179 -0.7240
C 1.152 0.808 -0.887 -0.3065
C 0.995 -0.455 -0.041 -0.2135
H -2.704 -3.168 1.724 0.2164
H -3.682 -3.421 3.171 0.2111
H -4.331 -2.356 1.896 0.2007
H -3.431 -1.106 3.910 0.2026
H -1.923 -1.879 3.788 0.2248
H -1.810 0.452 2.789 0.2125
H -3.288 1.140 0.958 0.2025
H -4.272 0.520 2.328 0.2112
H -4.087 -0.474 0.897 0.2239
H 0.495 0.289 1.934 0.2583
H 2.637 0.431 1.871 0.2059
H 3.958 -0.662 1.752 0.2469
H 3.793 0.649 0.561 0.2198
H 3.501 -0.725 -3.042 0.2358
H 2.309 1.054 -4.233 0.2320
H 1.451 3.158 -5.239 0.2378
H -0.246 3.372 -4.850 0.2316
H 0.958 4.326 -3.982 0.2380
H -0.823 0.617 -1.795 0.1773
H -1.543 2.532 -0.406 0.4917
H 1.780 1.545 -0.377 0.2465
H 0.573 -1.171 -0.741 0.2419
```

Highest occupied orbital energy in eV: -8.7
ΔE to the lowest compared entry with this formula, charge and spin in eV: 0.000
Structure (SMILES): CC[C@H](C)C(=O)[C@H]1C(=O)O[C@@]2(C)C(=O)C=C3C=C(C)O[C@H](O)[C@H]3[C@H]12
Gap between HOMO and LUMO in eV: 8.40
M in g/mol: 334.37